104
Properties=species:S:1:pos:R:3:forces:R:3 method="wB97M-V/def2-TZVPD" homo_energy_ev="-11.478 / -11.478" multiplicity=6 lumo_energy_ev="-4.18 / -4.32" charge=+1
Mn -1.335 0.850 1.813 0.9 0.4 1.5
B 0.043 1.090 -0.343 2.7 0.9 -2.6
F 0.300 0.199 0.704 -0.4 -0.5 0.6
F -1.246 1.666 -0.079 -0.7 0.0 0.4
F 1.026 2.084 -0.340 -0.9 -0.2 0.4
F 0.057 0.445 -1.555 -0.5 -0.1 0.2
C 3.418 -4.467 -0.345 0.9 -0.1 -0.3
C 2.567 -5.401 0.219 -1.0 1.0 -0.4
C 1.219 -5.039 0.359 0.6 -1.2 0.3
C 0.761 -3.793 -0.027 0.1 -0.2 -0.4
C 1.634 -2.873 -0.581 0.8 0.5 -0.5
C 2.969 -3.229 -0.789 -0.8 0.0 1.6
N -0.682 -3.507 0.125 1.0 -0.5 0.5
O -1.008 -2.352 0.325 -0.2 0.4 -0.1
O -1.422 -4.462 0.134 -0.4 0.2 -0.1
H 4.483 -4.660 -0.425 -0.1 -0.2 0.0
H 2.880 -6.387 0.523 0.2 0.0 0.1
H 0.606 -5.811 0.805 -0.5 0.4 -0.1
H 1.417 -1.854 -0.878 -0.8 -0.1 0.2
H 3.668 -2.430 -0.988 0.1 -0.3 -0.6
C -0.350 -2.406 -4.850 0.0 -0.1 0.7
C -0.720 -1.433 -3.926 0.1 0.1 0.0
C -1.758 -1.624 -3.022 0.1 0.3 0.4
C -2.422 -2.836 -2.999 1.3 0.3 -1.4
C -1.963 -3.847 -3.853 -1.6 -0.6 0.8
C -0.942 -3.668 -4.752 0.3 0.6 -0.2
N -3.529 -3.075 -2.095 0.2 -0.7 1.2
O -3.729 -2.262 -1.208 -0.1 0.4 -0.3
O -4.109 -4.138 -2.170 -0.2 0.1 -0.4
H 0.431 -2.177 -5.560 0.1 -0.2 0.0
H -0.159 -0.512 -3.826 -0.1 0.0 -0.3
H -1.979 -0.824 -2.330 -0.2 -0.2 0.0
H -2.526 -4.771 -3.784 0.3 -0.2 -0.1
H -0.593 -4.501 -5.345 -0.1 0.0 -0.2
C 3.441 1.887 -2.153 0.4 -1.7 0.1
C 3.418 0.589 -2.696 -1.2 0.8 -0.3
C 4.329 -0.361 -2.331 0.6 -0.9 0.8
C 5.236 -0.097 -1.301 0.0 0.3 -0.4
C 5.225 1.122 -0.656 0.3 0.1 -0.8
C 4.371 2.094 -1.164 -0.4 1.2 1.1
N 6.262 -1.093 -0.919 -0.6 -0.2 0.0
O 6.069 -2.257 -1.231 0.0 0.2 -0.1
O 7.216 -0.692 -0.296 0.2 0.0 0.1
H 2.714 2.652 -2.369 0.0 -0.1 -0.3
H 2.602 0.286 -3.341 0.2 0.2 -0.3
H 4.289 -1.361 -2.744 0.1 0.1 -0.2
H 5.930 1.347 0.129 0.0 0.0 0.1
H 4.293 3.061 -0.673 0.4 -0.1 0.1
C 4.921 2.238 4.509 1.3 0.1 -0.4
C 4.141 2.806 5.489 -0.4 -0.2 0.3
C 2.779 2.913 5.292 -0.3 -0.3 0.5
C 2.234 2.319 4.162 0.7 0.5 -0.9
C 3.039 1.893 3.096 0.1 -0.4 0.2
C 4.419 1.824 3.291 -1.2 0.2 0.1
N 0.792 2.266 4.001 -0.1 0.7 -0.1
O 0.353 1.682 3.003 0.0 -0.4 -0.5
O 0.081 2.794 4.805 -0.2 -0.1 0.5
H 6.000 2.199 4.623 -0.1 -0.1 0.3
H 4.550 3.064 6.456 0.2 0.4 -0.2
H 2.191 3.417 6.047 -0.3 -0.3 -0.1
H 2.584 1.627 2.150 0.0 -0.2 0.1
H 5.081 1.442 2.532 0.0 0.0 -0.2
C -3.324 2.704 -4.754 1.1 -0.1 -0.1
C -2.994 2.498 -6.092 -0.4 -0.1 0.6
C -1.711 2.118 -6.448 0.3 -0.4 -0.8
C -0.702 1.969 -5.509 -1.4 0.4 -0.3
C -1.001 2.217 -4.177 0.6 -0.6 -0.3
C -2.290 2.567 -3.820 0.1 0.8 0.4
N 0.627 1.553 -5.958 0.3 -0.6 1.2
O 1.532 1.752 -5.159 0.0 0.1 -0.3
O 0.746 0.945 -6.997 -0.2 0.3 -0.2
H -4.340 2.962 -4.496 0.0 0.1 0.2
H -3.780 2.631 -6.822 0.2 -0.1 -0.2
H -1.489 1.854 -7.476 0.0 0.2 0.0
H -0.256 2.030 -3.414 0.1 0.3 0.0
H -2.327 2.902 -2.789 -0.8 -0.4 0.1
C -6.283 5.243 1.080 0.2 -0.5 0.2
C -5.945 5.695 2.346 0.5 0.3 -0.4
C -4.724 5.338 2.897 0.9 0.7 0.7
C -3.783 4.588 2.189 -1.5 -0.8 -1.1
C -4.144 4.103 0.928 -0.4 -0.4 0.3
C -5.406 4.393 0.419 0.3 0.3 -0.3
N -2.550 4.064 2.756 0.4 0.6 1.2
O -2.029 4.659 3.673 -0.4 -0.5 -0.8
O -2.084 3.008 2.285 -0.2 -0.1 -0.1
H -7.221 5.468 0.592 -0.1 0.2 0.2
H -6.535 6.433 2.870 -0.3 -0.3 0.1
H -4.495 5.760 3.868 0.2 -0.3 0.1
H -3.482 3.418 0.418 0.0 0.2 -0.2
H -5.731 4.020 -0.543 0.3 -0.2 0.0
C -2.634 -4.709 5.144 -0.6 0.7 -0.5
C -1.401 -4.477 5.751 -0.2 -0.5 -0.2
C -0.467 -3.649 5.146 -0.3 -0.1 0.2
C -0.837 -2.987 3.981 0.1 0.3 -0.1
C -2.048 -3.196 3.366 -1.0 0.3 -0.2
C -2.962 -4.074 3.953 0.7 0.3 0.2
N 0.084 -1.926 3.490 0.4 -1.4 1.3
O -0.335 -0.898 2.982 -1.1 0.7 -0.6
O 1.244 -2.097 3.753 0.1 0.3 -0.4
H -3.490 -5.234 5.549 0.6 -0.5 0.6
H -1.162 -4.969 6.683 0.1 0.1 0.0
H 0.486 -3.486 5.624 0.1 0.1 -0.1
H -2.363 -2.625 2.501 0.3 -0.1 -0.1
H -3.959 -4.215 3.564 0.1 0.1 -0.3

86
Properties=species:S:1:pos:R:3:forces:R:3 method="wB97M-V/def2-TZVPD" homo_energy_ev=-2.795 lumo_energy_ev=2.59 charge=-1
C -1.052 3.668 -0.870 0.3 -0.3 0.1
C -0.346 3.434 -2.201 0.0 0.2 -0.5
C -1.209 3.755 -3.436 0.3 -0.3 -0.2
N 0.872 3.039 -2.263 -0.3 0.7 -1.7
C 1.471 3.013 -3.679 -1.1 0.1 0.5
C 2.919 3.379 -3.783 0.2 -0.1 0.1
C 3.866 2.362 -3.873 0.2 0.4 0.2
C 5.221 2.681 -3.848 0.2 0.0 -0.1
C 5.655 4.010 -3.770 -0.5 -0.1 0.0
C 4.695 5.029 -3.858 0.1 -0.1 0.1
C 3.333 4.713 -3.880 0.3 -0.1 0.1
H -2.135 3.712 -1.019 0.2 -0.1 0.1
H -0.827 2.854 -0.176 0.0 0.1 -0.1
H -0.740 4.604 -0.380 0.1 -0.2 -0.3
H -2.269 3.494 -3.274 0.5 0.3 0.1
H -1.102 4.827 -3.715 -0.2 -0.6 0.2
H -0.843 3.151 -4.287 -0.5 0.4 0.4
H 1.323 1.995 -4.066 0.0 0.2 0.1
H 0.944 3.710 -4.358 0.1 -0.3 0.4
H 3.505 1.336 -3.948 0.3 0.2 0.2
H 5.950 1.880 -3.918 0.0 0.1 0.2
H 6.720 4.231 -3.632 -0.5 0.0 -0.3
H 5.023 6.071 -3.899 -0.2 -0.3 0.1
H 2.579 5.500 -3.981 0.3 -0.2 0.2
O 4.317 -1.652 1.252 -1.4 -0.1 -0.2
C 3.172 -1.595 1.110 2.2 0.2 0.6
Co 1.471 -1.336 0.910 2.0 -3.9 -3.0
C 1.318 -0.854 -0.760 -0.2 2.0 -3.0
O 1.304 -0.341 -1.798 0.0 -1.1 1.5
C 1.149 -3.064 0.724 -0.8 -2.8 0.6
O 1.017 -4.205 0.577 0.3 1.9 0.0
C 0.843 -0.525 2.365 -1.4 2.2 1.5
C 1.514 0.351 1.482 -0.8 2.7 2.8
C 1.606 1.691 1.159 0.1 -0.2 0.6
C 2.782 2.507 0.894 0.1 0.4 -0.6
C 4.042 2.326 1.522 -0.5 -0.5 -0.5
C 5.123 3.138 1.178 -0.1 0.2 -0.3
C 4.969 4.179 0.247 0.2 -0.1 0.2
C 3.700 4.447 -0.295 0.0 -0.2 0.4
C 2.626 3.652 0.072 0.1 -0.1 0.0
Co -0.850 -0.492 1.521 0.4 -0.8 -0.6
C -1.382 0.127 -0.020 -0.8 1.4 -1.1
O -1.906 0.497 -0.993 0.4 -0.4 0.6
C -1.626 0.217 2.889 -0.3 -0.2 0.3
O -2.217 0.501 3.848 0.4 0.1 -0.5
P -1.935 -2.277 1.431 -0.8 -0.4 1.2
C -2.231 -3.154 -0.138 -0.1 -0.4 -0.4
C -3.296 -4.062 -0.264 0.0 0.0 -0.7
C -3.576 -4.658 -1.500 0.2 0.2 0.1
C -2.773 -4.369 -2.617 0.0 -0.1 0.3
C -1.668 -3.523 -2.473 -0.2 -0.1 -0.1
C -1.408 -2.906 -1.243 -0.1 -0.2 -0.3
C -1.483 -3.641 2.594 -0.3 -0.1 0.0
C -1.487 -4.995 2.237 0.0 0.1 0.6
C -1.153 -5.965 3.186 0.2 0.2 -0.1
C -0.746 -5.590 4.467 -0.1 0.1 -0.1
C -0.762 -4.242 4.837 -0.2 0.1 -0.3
C -1.168 -3.268 3.915 0.3 -0.4 0.0
C -3.697 -1.992 1.972 -0.2 -0.6 -0.2
C -4.291 -2.659 3.056 -0.2 0.3 -0.2
C -5.597 -2.345 3.451 0.2 0.1 -0.3
C -6.333 -1.397 2.735 0.1 -0.1 0.1
C -5.773 -0.780 1.610 0.3 -0.3 0.1
C -4.463 -1.084 1.224 -0.3 0.1 0.2
H 0.939 -0.745 3.423 0.6 0.5 -0.1
H 0.657 2.252 1.213 0.6 -0.2 0.8
H 4.132 1.508 2.252 0.1 0.4 -0.3
H 6.101 2.949 1.637 -0.4 0.1 -0.2
H 5.840 4.785 -0.017 -0.3 -0.2 0.0
H 3.508 5.249 -1.016 0.4 -0.2 0.3
H 1.647 3.863 -0.363 0.5 -0.2 0.3
H -3.920 -4.289 0.604 0.1 0.1 -0.3
H -4.416 -5.353 -1.588 0.3 0.3 0.0
H -3.018 -4.819 -3.587 0.2 0.2 0.4
H -1.017 -3.332 -3.335 -0.3 0.0 0.4
H -0.552 -2.231 -1.156 -0.5 -0.2 0.0
H -1.764 -5.298 1.227 0.2 0.1 0.3
H -1.187 -7.014 2.897 0.1 0.1 0.1
H -0.415 -6.353 5.173 -0.1 0.2 -0.1
H -0.471 -3.937 5.845 -0.1 -0.1 -0.3
H -1.230 -2.216 4.230 0.1 -0.5 -0.3
H -3.745 -3.440 3.588 -0.1 0.3 -0.1
H -6.020 -2.855 4.319 0.0 0.2 -0.3
H -7.349 -1.154 3.052 0.2 0.0 -0.1
H -6.355 -0.063 1.027 0.1 -0.2 0.2
H -4.049 -0.616 0.326 0.0 -0.1 0.4

109
Properties=species:S:1:pos:R:3:forces:R:3 method="wB97M-V/def2-TZVPD" homo_energy_ev=-6.545 lumo_energy_ev=-0.96 e_above_lowest_kj_mol=227.4 charge=-1
B 10.895 27.284 2.003 -0.5 0.1 -0.1
F 9.918 26.252 2.188 0.7 0.3 -0.2
F 11.952 27.066 2.833 1.0 -0.4 0.8
F 11.288 27.413 0.701 0.1 -0.2 -1.0
F 10.288 28.484 2.393 -0.6 0.8 0.5
C 12.076 29.752 -5.023 0.8 3.6 -0.8
C 12.428 31.079 -5.467 -2.8 -5.0 -0.3
C 12.877 32.083 -4.546 2.7 4.0 2.7
O 13.313 33.237 -4.849 -1.5 -2.8 -0.8
C 13.007 31.748 -3.133 0.2 -5.5 4.0
C 12.800 30.254 -2.719 2.4 5.8 2.0
C 12.163 29.279 -3.594 0.9 3.0 -2.7
O 11.801 28.251 -3.139 -1.0 -2.6 0.5
O 13.231 29.743 -1.485 -1.3 0.7 -2.3
O 12.135 31.476 -6.750 -2.4 -5.1 2.3
H 11.666 29.115 -5.771 -0.3 -0.6 -0.3
H 13.479 32.479 -2.297 -1.3 -1.8 -2.5
H 12.864 28.818 -1.386 0.3 1.1 -0.4
H 12.665 32.172 -6.852 3.2 5.2 -1.2
C 12.379 22.294 2.743 0.4 5.9 2.0
C 12.312 23.699 3.494 1.1 -5.8 -3.4
C 11.433 23.918 4.647 -2.2 -0.6 1.0
O 11.258 24.993 5.189 1.1 1.0 -0.4
C 10.599 22.851 5.118 0.4 -7.1 -5.1
C 10.541 21.503 4.221 -3.6 4.2 6.6
C 11.388 21.277 3.111 2.6 -1.5 -3.8
O 11.277 20.214 2.447 0.1 1.9 1.4
O 9.627 20.454 4.431 1.3 2.3 0.0
O 13.093 24.696 3.182 4.7 -12.5 -5.3
H 13.090 22.234 1.835 -1.5 -0.1 1.8
H 9.985 23.011 5.959 -0.7 0.0 0.7
H 8.883 20.750 4.994 0.7 0.1 -0.3
H 12.839 25.419 3.451 -4.5 12.2 4.8
C 8.498 29.948 -4.295 -1.9 -7.7 -3.3
C 8.160 28.408 -4.411 -0.5 8.1 -7.1
C 8.044 27.559 -3.340 0.0 -1.7 3.1
O 7.663 26.406 -3.412 -0.4 -0.4 -0.6
C 8.558 28.079 -2.104 1.7 6.9 -0.2
C 9.006 29.513 -2.021 2.0 -5.2 4.5
C 8.859 30.503 -3.057 0.4 3.4 -2.3
O 9.113 31.738 -3.125 -0.3 -2.6 1.9
O 9.938 30.010 -1.038 -4.0 2.2 -4.6
O 7.722 27.943 -5.737 2.4 3.3 2.9
H 8.557 30.548 -5.227 -0.3 -0.6 0.9
H 8.865 27.302 -1.485 0.5 -0.7 1.8
H 10.311 29.403 -0.486 1.2 -3.4 2.4
H 7.214 27.163 -5.673 -0.8 -1.8 0.7
C 7.508 29.446 6.195 7.3 -5.0 -1.4
C 8.675 28.491 5.824 -4.2 1.7 -1.4
C 9.881 28.388 6.745 -0.2 0.8 -0.5
O 10.794 27.614 6.533 -0.5 0.3 -0.1
C 9.880 29.337 7.856 -4.9 3.1 0.7
C 8.675 30.218 8.183 7.1 -2.8 2.4
C 7.505 30.232 7.360 -2.0 0.2 0.8
O 6.497 30.821 7.753 0.5 0.1 -0.5
O 8.585 30.915 9.379 1.4 -0.6 -1.2
O 8.604 27.672 4.660 1.0 1.9 1.9
H 6.675 29.488 5.638 -2.7 -0.1 -2.2
H 10.791 29.317 8.408 0.3 0.3 0.8
H 9.462 30.926 9.873 -1.5 -0.2 -1.2
H 9.492 27.463 4.193 -1.6 0.5 1.7
C 7.410 21.253 1.673 5.3 2.3 -3.5
C 8.425 20.922 0.684 -1.7 1.8 3.9
C 9.586 21.893 0.435 1.5 1.2 -1.9
O 10.588 21.658 -0.310 -2.9 -0.8 1.7
C 9.441 23.245 0.908 -4.9 2.7 4.4
C 8.263 23.669 1.946 3.0 -1.9 -2.5
C 7.350 22.542 2.430 -0.3 -1.6 -0.2
O 6.610 22.638 3.410 1.1 0.4 -1.2
O 7.952 24.820 2.546 -1.0 -3.4 -0.8
O 8.489 19.734 0.140 1.9 -0.7 -1.7
H 6.692 20.590 1.877 -2.6 -2.6 0.8
H 10.011 24.071 0.485 0.2 -0.5 0.3
H 8.637 25.407 2.331 1.8 2.3 -0.5
H 9.368 19.660 -0.395 -1.8 0.4 1.2
C 11.233 32.016 5.888 1.1 -5.2 -4.5
C 10.699 31.270 4.575 7.0 1.6 4.9
C 9.436 31.588 4.023 -1.0 0.2 -0.4
O 9.159 31.115 2.944 -0.8 0.0 -0.6
C 8.626 32.498 4.774 -1.1 1.8 3.0
C 9.024 33.023 6.021 -0.8 2.5 0.1
C 10.449 32.887 6.654 -1.8 0.9 0.8
O 10.763 33.464 7.709 -0.6 -1.2 -2.1
O 8.310 34.035 6.814 -2.0 -3.7 -4.4
O 11.565 30.506 3.795 -2.6 0.2 2.2
H 12.187 31.644 6.408 -1.3 0.6 -1.4
H 7.643 32.706 4.306 0.6 0.1 0.6
H 7.379 33.919 6.329 2.5 0.9 1.9
H 11.004 29.752 3.408 0.8 1.1 -0.2
C 6.151 31.357 0.995 0.0 1.3 -1.6
C 5.853 29.976 0.942 -2.2 -5.8 -1.1
O 4.899 29.554 0.266 1.6 0.6 1.0
C 6.637 28.944 1.900 -0.6 -1.1 -0.1
H 6.702 31.412 1.882 0.6 1.7 1.5
H 5.230 31.865 0.708 -0.2 0.4 1.3
H 6.734 31.680 0.145 1.0 -0.3 -0.2
H 7.779 29.166 1.884 -2.1 -0.5 0.5
H 6.393 27.732 1.746 0.7 3.5 -0.3
H 6.114 29.111 2.912 1.3 0.1 -1.1
C 15.315 28.831 2.300 2.8 0.8 1.2
C 15.687 27.760 3.324 2.2 -0.9 -1.4
O 16.638 27.018 3.044 -1.5 0.9 1.0
C 14.903 27.627 4.605 1.9 3.7 0.1
H 16.169 29.014 1.541 -1.9 -0.7 1.0
H 15.112 29.757 2.829 0.3 0.4 0.2
H 14.357 28.597 2.000 -2.0 -0.7 -1.7
H 15.490 27.158 5.367 -0.1 -0.9 0.2
H 13.936 27.344 4.407 -2.2 -1.5 -0.2
H 14.712 28.691 4.978 0.4 -1.1 -0.4

113
Properties=species:S:1:pos:R:3:forces:R:3 method="wB97M-V/def2-TZVPD" homo_energy_ev=-3.951 lumo_energy_ev=3.70 e_above_lowest_kj_mol=128.2 charge=-2
Sn 0.149 1.770 0.536 -0.4 0.5 0.2
F 0.747 2.360 5.609 0.0 0.0 0.0
C 0.910 3.645 5.291 0.1 0.0 0.1
F 0.032 4.365 5.996 0.0 0.0 0.0
F 2.145 4.012 5.677 -0.1 0.0 0.0
S 0.725 3.944 3.484 -0.1 -0.3 -0.1
O 1.639 2.999 2.895 0.1 0.0 0.1
O 0.951 5.343 3.330 0.0 0.1 0.0
N -0.749 3.463 3.337 0.1 0.3 0.2
S -2.098 3.663 2.613 -0.1 -0.2 -0.2
O -3.186 3.554 3.541 0.0 -0.1 -0.1
O -2.147 2.824 1.426 -0.1 0.0 -0.1
C -2.293 5.403 1.941 0.1 0.0 0.1
F -1.944 5.493 0.676 0.0 0.0 0.0
F -3.592 5.731 2.038 0.0 0.0 0.0
F -1.594 6.268 2.673 -0.1 0.0 -0.1
C -0.734 -1.233 -2.457 0.0 -0.1 -0.1
C -2.029 -0.433 -2.232 0.0 -0.2 0.0
P -2.323 0.017 -0.470 0.1 0.3 -0.2
C -3.797 1.098 -0.553 0.0 0.0 -0.1
C -3.925 2.081 -1.533 0.0 0.0 0.0
C -4.975 2.987 -1.486 0.0 0.0 0.0
C -5.903 2.934 -0.457 0.0 0.0 0.0
C -5.778 1.963 0.526 0.0 0.0 0.0
C -4.735 1.052 0.477 0.0 0.0 0.0
C -3.070 -1.499 0.223 0.0 0.0 0.2
C -2.633 -1.904 1.478 0.1 -0.1 0.0
C -3.156 -3.044 2.073 0.0 0.0 0.0
C -4.134 -3.778 1.420 0.0 0.0 0.0
C -4.587 -3.369 0.170 0.0 0.0 0.0
C -4.055 -2.238 -0.427 -0.1 0.1 0.0
P -0.500 -2.732 -1.372 0.0 0.1 0.0
C -0.946 -4.052 -2.577 -0.1 0.0 0.0
C -1.984 -4.919 -2.252 0.0 0.0 0.0
C -2.387 -5.914 -3.137 0.0 0.0 0.0
C -1.747 -6.055 -4.358 0.0 0.0 0.0
C -0.702 -5.201 -4.691 0.0 0.0 0.0
C -0.308 -4.209 -3.809 0.0 0.0 0.0
C 1.322 -2.939 -1.329 0.0 0.0 0.0
C 2.181 -1.858 -1.140 0.0 -0.1 0.0
C 3.537 -2.060 -0.922 -0.1 0.2 -0.5
C 4.060 -3.344 -0.889 0.0 -0.1 -0.2
C 3.214 -4.431 -1.068 0.0 0.0 0.0
C 1.860 -4.228 -1.280 0.0 0.0 0.0
H 0.118 -0.574 -2.314 0.0 0.1 0.1
H -0.701 -1.549 -3.503 0.1 0.0 0.0
H -2.900 -0.944 -2.654 0.0 -0.1 0.1
H -1.929 0.506 -2.777 0.0 0.0 0.0
H -3.185 2.179 -2.313 0.0 0.0 0.0
H -5.046 3.756 -2.246 0.0 0.0 0.0
H -6.708 3.657 -0.410 0.0 0.0 0.0
H -6.483 1.924 1.348 0.0 0.0 0.0
H -4.640 0.313 1.263 0.0 0.0 0.0
H -1.826 -1.354 1.943 0.0 0.0 0.1
H -2.775 -3.374 3.032 0.0 0.0 0.0
H -4.541 -4.672 1.877 0.0 0.0 0.0
H -5.352 -3.939 -0.345 0.0 0.0 0.0
H -4.416 -1.933 -1.403 0.0 0.0 0.0
H -2.477 -4.811 -1.292 0.0 0.0 0.0
H -3.199 -6.579 -2.867 0.0 0.0 0.0
H -2.057 -6.830 -5.049 0.0 0.0 0.0
H -0.194 -5.310 -5.642 0.0 0.0 0.0
H 0.514 -3.552 -4.069 0.0 0.0 0.0
H 1.808 -0.844 -1.159 0.0 0.1 0.0
H 4.176 -1.205 -0.756 -0.1 -0.1 -0.3
H 5.119 -3.499 -0.719 -0.1 0.0 -0.2
H 3.609 -5.439 -1.034 0.0 0.0 0.0
H 1.209 -5.087 -1.401 0.0 0.0 0.0
O 2.702 5.197 0.312 -0.1 0.0 0.1
S 1.329 5.237 -0.137 0.1 0.4 -0.1
O 0.680 6.527 -0.079 0.0 -0.1 0.1
O 0.499 4.160 0.426 0.2 -0.3 -0.2
C 1.534 4.985 -1.931 0.1 0.0 0.0
C 2.308 6.027 -2.456 0.0 0.0 0.0
C 2.728 6.039 -3.769 0.0 0.0 0.0
C 2.381 4.990 -4.611 0.0 0.0 0.0
C 1.592 3.971 -4.124 -0.1 0.0 0.0
C 1.153 3.963 -2.795 -0.1 0.0 -0.1
S 0.119 2.554 -2.417 0.1 -0.3 0.2
O -0.941 2.924 -1.478 -0.1 0.0 -0.1
O -0.354 2.072 -3.694 0.0 0.0 0.0
O 1.005 1.581 -1.717 0.0 0.0 0.0
H 2.586 6.831 -1.789 0.0 0.0 0.0
H 3.330 6.862 -4.133 0.0 0.0 0.0
H 2.711 4.972 -5.642 0.0 0.0 0.0
H 1.282 3.162 -4.769 0.0 0.0 0.0
Cl -1.610 0.534 4.192 0.0 -0.1 0.1
C -1.705 -1.131 4.753 0.0 -0.1 0.0
Cl -0.958 -1.347 6.364 0.0 0.0 0.0
H -1.163 -1.775 4.066 0.1 0.1 0.0
H -2.748 -1.412 4.845 0.0 0.0 0.0
Cl 3.725 2.256 0.015 0.0 0.0 0.2
C 4.947 1.920 -1.194 0.0 -0.1 -0.1
Cl 4.253 1.436 -2.759 0.1 0.0 0.0
H 5.581 1.113 -0.842 -0.1 0.0 0.0
H 5.516 2.828 -1.359 0.0 0.0 0.0
F 3.501 -5.620 3.644 0.0 0.0 0.0
C 3.858 -4.481 3.020 0.0 0.0 0.0
C 3.057 -3.408 3.037 0.0 0.0 0.1
N 3.385 -2.233 2.408 0.1 0.1 -0.1
C 2.494 -1.058 2.477 0.1 0.0 0.0
C 1.002 -1.362 2.218 0.1 -0.1 -0.2
O 0.490 -2.358 2.757 0.0 0.1 0.1
O 0.423 -0.520 1.486 -0.1 -0.1 0.0
C 4.581 -2.101 1.735 0.1 -0.1 0.3
O 4.957 -1.091 1.175 0.3 0.1 0.5
N 5.370 -3.242 1.740 0.1 0.1 0.3
C 5.126 -4.475 2.327 0.0 0.0 0.0
O 5.922 -5.392 2.237 0.0 0.0 0.0
H 2.085 -3.405 3.513 0.0 0.0 0.0
H 2.860 -0.345 1.746 0.0 0.0 0.0
H 2.580 -0.604 3.467 0.0 0.0 0.0
H 6.240 -3.151 1.238 0.0 0.0 0.0